A) Below is 2 unconnected molecules or ions with the total composition C2H7OS, with properties calculated with the ωB97M-V functional and the def2-TZVPD basis.

Each atom is followed by the atoms it is bonded to, with distances in Å.
Positions of all 11 atoms, in Å:
1 S -1.09 -0.35 0.69  C3 1.821
2 O 2.14 -0.64 0.92  H7 1.131, H8 1.086
3 C -0.53 0.91 -0.50  S1 1.821, C4 1.541, H6 1.096, H11 1.099
4 C 0.07 0.37 -1.82  C3 1.541, H5 1.114, H9 1.137, H10 1.063
5 H -0.81 -0.22 -2.15  C4 1.114
6 H -1.29 1.65 -0.75  C3 1.096
7 H 1.02 -0.55 1.03  O2 1.131
8 H 2.52 0.05 1.67  O2 1.086
9 H 0.87 -0.43 -1.70  C4 1.137
10 H 0.38 1.01 -2.61  C4 1.063
11 H 0.30 1.48 -0.06  C3 1.099

Output
LUMO energy = 4.3 eV
Charge = -1
HOMO = -2.817 eV
2S+1 = 1
Gap between HOMO and LUMO = 0.262 hartree

B) Below is 2 unconnected molecules or ions with the total composition C2H7OS, with properties calculated with the ωB97M-V functional and the def2-TZVPD basis.

Each atom is followed by the atoms it is bonded to, with distances in Å.
Positions of all 11 atoms, in Å:
1 S -0.57 -1.74 -1.49  C4 1.829, H11 1.338
2 O 0.62 1.34 0.99  C3 1.357
3 C -0.24 0.67 1.80  O2 1.357, H6 1.118, H8 1.119, H9 1.121
4 C 0.26 -0.12 -1.72  S1 1.829, H5 1.089, H7 1.088, H10 1.108
5 H -0.45 0.53 -2.22  C4 1.089
6 H -0.66 -0.26 1.35  C3 1.118
7 H 1.13 -0.26 -2.35  C4 1.088
8 H -1.10 1.31 2.10  C3 1.119
9 H 0.22 0.34 2.77  C3 1.121
10 H 0.53 0.31 -0.73  C4 1.108
11 H 0.26 -2.14 -0.51  S1 1.338

Output
LUMO energy = 3.5 eV
Charge = -1
HOMO = -2.188 eV
2S+1 = 1
Gap between HOMO and LUMO = 0.209 hartree

C) Below is 2 unconnected molecules or ions with the total composition C2H7OS, with properties calculated with the ωB97M-V functional and the def2-TZVPD basis.

Each atom is followed by the atoms it is bonded to, with distances in Å.
Positions of all 11 atoms, in Å:
1 S 0.42 -0.02 1.33  C3 1.800, C4 1.803
2 O -0.57 0.03 -2.58  H11 0.966
3 C 0.13 -1.20 0.00  S1 1.800, H6 1.095, H8 1.092, H9 1.098
4 C -0.25 1.37 0.41  S1 1.803, H5 1.095, H7 1.082, H10 1.085
5 H 0.13 1.28 -0.61  C4 1.095
6 H 0.51 -0.79 -0.95  C3 1.095
7 H -1.32 1.25 0.25  C4 1.082
8 H 0.43 -2.24 0.14  C3 1.092
9 H -0.96 -1.28 -0.16  C3 1.098
10 H 0.07 2.30 0.86  C4 1.085
11 H 0.06 -0.27 -3.25  O2 0.966

Output
LUMO energy = 3.6 eV
Charge = -1
HOMO = -2.554 eV
2S+1 = 1
Gap between HOMO and LUMO = 0.224 hartree

The structure with the most favorable energy is A); the runner-up is 0.0331 hartree above it.

A) Below is C4H7FS in the gas phase, with properties calculated with the ωB97M-V functional and the def2-TZVPD basis.

Each atom is followed by the atoms it is bonded to, with distances in Å.
Positions of all 13 atoms, in Å:
1 S 0.01 1.53 -0.46  C3 1.953, C4 1.810
2 F -0.88 -2.31 0.83  C5 1.490
3 C 1.33 1.47 0.99  S1 1.953, H10 1.200, H12 1.100, H13 1.150
4 C -0.06 -0.28 -0.46  S1 1.810, C5 1.475, C6 1.354
5 C -1.00 -0.86 0.51  F2 1.490, C4 1.475, H7 1.212, H11 1.176
6 C 0.52 -1.02 -1.44  C4 1.354, H8 1.085, H9 1.172
7 H -1.01 -0.45 1.65  C5 1.212
8 H 0.92 -0.38 -2.22  C6 1.085
9 H 0.44 -2.18 -1.58  C6 1.172
10 H 2.15 0.63 0.75  C3 1.200
11 H -2.13 -0.58 0.30  C5 1.176
12 H 1.77 2.39 1.38  C3 1.100
13 H 0.88 1.03 1.95  C3 1.150

Output
LUMO energy = 0.7 eV
HOMO = -9.377 eV
2S+1 = 1
Gap between HOMO and LUMO = 0.372 hartree

B) Below is C4H7FS in the gas phase, with properties calculated with the ωB97M-V functional and the def2-TZVPD basis.

Each atom is followed by the atoms it is bonded to, with distances in Å.
Positions of all 13 atoms, in Å:
1 S 0.12 1.35 -0.47  C3 1.862, C4 1.919
2 F -0.74 -0.36 1.58  C5 1.498
3 C 1.49 0.26 0.17  S1 1.862, C6 1.506, H9 1.042, H10 1.089
4 C -0.52 -0.44 -0.74  S1 1.919, C5 1.463, C6 1.576, H8 1.159
5 C -1.38 -0.92 0.34  F2 1.498, C4 1.463, H11 1.120, H13 1.200
6 C 0.95 -0.97 -0.53  C3 1.506, C4 1.576, H7 1.225, H12 1.194
7 H 1.04 -2.16 -0.29  C6 1.225
8 H -0.91 -0.77 -1.78  C4 1.159
9 H 1.49 0.06 1.19  C3 1.042
10 H 2.42 0.70 -0.18  C3 1.089
11 H -2.43 -0.57 0.20  C5 1.120
12 H 1.24 -1.12 -1.68  C6 1.194
13 H -1.37 -2.12 0.37  C5 1.200

Output
LUMO energy = 0.8 eV
HOMO = -8.770 eV
2S+1 = 1
Gap between HOMO and LUMO = 0.351 hartree

C) Below is C4H7FS in the gas phase, with properties calculated with the ωB97M-V functional and the def2-TZVPD basis.

Each atom is followed by the atoms it is bonded to, with distances in Å.
Positions of all 13 atoms, in Å:
1 S -1.70 0.80 -0.05  C3 1.680
2 F 0.50 0.26 1.71  C4 1.382
3 C -0.39 -0.16 -0.48  S1 1.680, C4 1.560, C6 1.539
4 C 0.63 -0.58 0.62  F2 1.382, C3 1.560, C5 1.536, H11 1.133
5 C 2.11 -0.64 0.20  C4 1.536, H8 1.082, H10 1.077, H12 1.059
6 C 0.07 -0.39 -1.92  C3 1.539, H7 1.085, H9 1.078, H13 1.094
7 H -0.71 -0.13 -2.63  C6 1.085
8 H 2.52 0.32 -0.10  C5 1.082
9 H 0.68 -1.24 -2.20  C6 1.078
10 H 2.14 -1.44 -0.52  C5 1.077
11 H 0.25 -1.59 0.96  C4 1.133
12 H 2.61 -0.89 1.10  C5 1.059
13 H 0.78 0.43 -1.80  C6 1.094

Output
LUMO energy = -0.1 eV
HOMO = -8.594 eV
2S+1 = 1
Gap between HOMO and LUMO = 0.312 hartree

The structure with the most favorable energy is C); the runner-up is 0.0403 hartree above it.